Below is a 15-piece molecular cluster, C66H146B2F12N19O18S4 overall, with properties calculated with wB97M-V/def2-TZVPD.

Computed properties:
Net charge: +7
LUMO energy: -11.67 eV
Kohn-Sham gap: 6.5 eV

```
267
Properties=species:S:1:pos:R:3:lowdin_charge:R:1
C 1.07511 0.99373 4.00849 -0.0549
C 1.36768 1.20030 5.49549 -0.1498
N 0.37254 0.79279 6.51214 -0.0400
C -0.65973 1.53751 7.05851 0.0357
C -1.09681 0.80733 8.16437 -0.0002
N -0.43578 -0.36507 8.19151 -0.0892
C 0.46245 -0.37554 7.18985 0.0034
C -0.71279 -1.43095 9.16761 0.0480
H 1.71296 1.60238 3.37358 0.0732
H 0.03701 1.29964 3.85707 0.0730
H 1.08612 -0.03604 3.64720 0.0765
H 1.36617 2.27973 5.66984 0.1333
H 2.38947 0.96928 5.79487 0.1295
H -0.93916 2.50206 6.66853 0.1424
H -1.91892 0.91687 8.85421 0.1509
H 1.23109 -1.11914 7.06148 0.1667
H 0.00328 -2.23875 9.02829 0.1073
H -1.68783 -1.90225 9.07342 0.0827
H -0.56746 -0.93133 10.12333 0.1225
C 1.61440 -4.21936 0.03703 -0.0652
C 0.64281 -5.33750 0.37486 -0.1780
N 0.27302 -6.15997 -0.73508 -0.0333
C -0.97992 -6.24448 -1.29739 0.0088
C -0.89671 -7.02523 -2.42635 0.0051
N 0.39845 -7.47095 -2.53270 -0.0508
C 1.07925 -6.83512 -1.57688 -0.0229
C 0.89455 -8.32548 -3.64295 0.0517
H 1.76377 -3.68816 0.97707 0.0809
H 1.24470 -3.55111 -0.74311 0.0672
H 2.56495 -4.60331 -0.33493 0.0735
H -0.20274 -5.08606 1.00971 0.1287
H 1.25617 -5.97101 1.02524 0.1336
H -1.80880 -5.69266 -0.88637 0.1337
H -1.62972 -7.17328 -3.20238 0.1529
H 2.15029 -6.82389 -1.45321 0.1621
H 0.84454 -7.71552 -4.54636 0.0983
H 0.18670 -9.12510 -3.84880 0.1153
H 1.91499 -8.64252 -3.45312 0.1036
C 10.72964 -4.43758 2.87486 -0.0332
C 9.26085 -4.49225 2.44361 -0.1766
N 8.39084 -3.67165 3.23407 -0.0323
C 8.26193 -3.60056 4.58952 0.0009
C 7.31336 -2.69664 4.96907 0.0195
N 6.92605 -2.08472 3.80705 -0.0948
C 7.64418 -2.62457 2.78276 0.0159
C 6.01455 -0.95261 3.66251 0.0073
H 11.26083 -3.53928 2.57335 0.0910
H 11.14249 -5.39787 2.56809 0.0995
H 10.77248 -4.53936 3.96082 0.0796
H 8.94088 -5.52305 2.62323 0.1382
H 9.11299 -4.43047 1.36594 0.1334
H 8.76674 -4.31522 5.22178 0.1530
H 6.84173 -2.45733 5.90700 0.1458
H 7.61776 -2.30712 1.75360 0.1615
H 5.06654 -1.28209 3.24068 0.0806
H 6.49265 -0.17347 3.07174 0.1046
H 5.77934 -0.48113 4.61530 0.1036
C 3.30380 -0.19415 -5.85660 -0.0479
C 2.02508 0.24850 -5.08637 -0.1621
N 0.94894 0.48816 -6.01431 -0.0409
C -0.03750 -0.45634 -6.27810 0.0086
C -1.05786 0.16715 -6.94212 0.0070
N -0.72324 1.48851 -7.03244 -0.0568
C 0.50113 1.65164 -6.48872 0.0119
C -1.43706 2.57127 -7.71872 0.0440
H 3.12082 -1.12343 -6.39498 0.0717
H 4.11797 -0.42753 -5.16505 0.0631
H 3.70581 0.59794 -6.48501 0.0858
H 2.12295 1.15779 -4.48842 0.1197
H 1.71224 -0.46551 -4.32266 0.1068
H 0.06367 -1.46064 -5.90482 0.1148
H -1.99888 -0.29710 -7.18381 0.1439
H 0.93043 2.63989 -6.42012 0.1751
H -0.89426 2.70691 -8.65361 0.1106
H -1.44308 3.49409 -7.14426 0.1066
H -2.46047 2.28837 -7.95036 0.1139
C 6.78379 3.58011 0.04162 -0.0634
C 8.28024 3.61623 0.38481 -0.1557
N 9.05045 3.50883 -0.84067 -0.0658
C 9.97900 2.55419 -1.18903 0.0006
C 10.44407 2.85964 -2.43967 0.0036
N 9.83007 4.02437 -2.81786 -0.0829
C 9.00714 4.42429 -1.84157 0.0160
C 10.08998 4.75404 -4.08087 0.0591
H 6.55492 2.93037 -0.80136 0.0844
H 6.46541 4.59472 -0.19712 0.0767
H 6.21061 3.26027 0.91171 0.0716
H 8.56935 2.73000 0.95301 0.1174
H 8.61696 4.46856 0.97300 0.1417
H 10.29157 1.79859 -0.48839 0.1343
H 11.20845 2.32333 -2.97703 0.1459
H 8.38269 5.30236 -1.88538 0.1783
H 11.07696 4.42421 -4.39134 0.1107
H 10.04687 5.82002 -3.87216 0.1119
H 9.29023 4.47940 -4.76524 0.1084
C 2.84100 -3.58718 -4.20856 -0.0565
C 3.76436 -4.79648 -4.18600 -0.1583
N 4.51268 -4.92764 -5.43185 -0.0536
C 5.67855 -4.27631 -5.74933 -0.0022
C 6.04746 -4.66073 -7.01117 0.0230
N 5.17529 -5.64929 -7.37713 -0.0792
C 4.22591 -5.78176 -6.43901 0.0197
C 5.17972 -6.42004 -8.61600 0.0388
H 2.28875 -3.45164 -3.27734 0.0616
H 2.18198 -3.49209 -5.06735 0.0919
H 3.38739 -2.63953 -4.14255 0.0635
H 3.18872 -5.70705 -4.00380 0.1112
H 4.51108 -4.91564 -3.39786 0.1316
H 6.12270 -3.49969 -5.14958 0.1382
H 6.90456 -4.32931 -7.57400 0.1523
H 3.41140 -6.48470 -6.49384 0.1701
H 5.05790 -5.75003 -9.46452 0.1173
H 4.36290 -7.13931 -8.58666 0.1052
H 6.06759 -7.03695 -8.74721 0.1179
C -3.11567 -0.68981 5.16130 -0.0720
O -3.41903 -1.35117 6.38207 -0.2207
C -4.72640 -1.24569 6.94434 -0.1837
C -4.88010 -2.23859 8.06447 -0.0649
N -4.57766 -3.67904 7.67856 0.0717
H -3.62831 -3.89035 7.36970 0.1703
H -4.59268 -4.22353 8.54313 0.1819
C -5.41220 -4.21840 6.49820 -0.0709
C -5.19707 -5.69944 6.27031 -0.2151
O -5.36913 -6.29699 7.53499 -0.1779
C -4.88028 -7.64937 7.50180 -0.0540
H -3.12959 0.36857 5.43328 0.0841
H -3.71571 -0.97557 4.29593 0.0785
H -2.07557 -0.95305 4.96441 0.0850
H -5.42134 -1.55359 6.15281 0.1100
H -4.99826 -0.20084 7.10503 0.1426
H -5.84140 -2.30102 8.57384 0.1576
H -4.19772 -2.05783 8.89778 0.1281
H -5.11984 -3.57574 5.66803 0.1130
H -6.42049 -3.88082 6.74004 0.1475
H -4.18813 -5.80805 5.85430 0.1305
H -5.91471 -6.09992 5.55127 0.1483
H -5.23371 -8.25453 8.33245 0.1073
H -3.79224 -7.58961 7.60528 0.0910
H -5.06042 -8.18323 6.56782 0.0987
C -3.04294 8.55506 -4.49379 -0.0463
O -2.10112 8.27707 -3.45914 -0.1594
C -1.96807 6.91909 -3.24504 -0.2478
C -1.17463 6.58963 -2.01659 -0.1012
N -1.79495 7.21309 -0.77774 0.0843
H -1.92114 8.22201 -0.84939 0.1903
H -2.73085 6.77586 -0.75901 0.0833
C -1.03097 6.85380 0.47252 -0.0801
C 0.17578 7.78557 0.78407 -0.2348
O 0.86938 8.07675 -0.36855 -0.2009
C 2.17088 8.63580 -0.17317 -0.0611
H -2.55493 8.07239 -5.34535 0.0975
H -3.30260 9.60742 -4.54188 0.1039
H -3.98011 8.01355 -4.32677 0.0911
H -1.55961 6.36660 -4.10117 0.1398
H -2.94903 6.44072 -3.11449 0.0991
H -0.13018 6.88282 -2.09466 0.0923
H -1.32916 5.52590 -1.83232 0.1179
H -0.72762 5.81246 0.53936 0.1013
H -1.80510 7.08526 1.20707 0.1251
H 0.80656 7.28471 1.52807 0.1186
H -0.18908 8.69822 1.27052 0.1364
H 2.66221 8.68386 -1.14103 0.0989
H 2.79413 8.14457 0.57741 0.0884
H 2.14164 9.66777 0.18901 0.0972
C 3.34927 0.41886 1.45738 -0.0888
O 2.02349 0.38747 0.91552 -0.2295
C 1.92745 0.09056 -0.50921 -0.1704
C 0.49266 0.23930 -0.91531 -0.0762
N -0.04236 1.60934 -0.64277 0.0726
H 0.10080 1.82845 0.34319 0.1484
H 0.53676 2.28513 -1.17618 0.0763
C -1.48374 1.85943 -1.02040 -0.0708
C -2.26699 2.46994 0.12206 -0.1977
O -1.97826 1.74666 1.29383 -0.1723
C -2.79670 2.22583 2.34801 -0.0895
H 3.72011 1.34665 1.01391 0.0860
H 3.83810 -0.49982 1.12022 0.0845
H 3.36786 0.49126 2.54211 0.0621
H 2.32181 -0.90394 -0.73234 0.1191
H 2.61847 0.76703 -1.02351 0.1275
H -0.06287 -0.57514 -0.45571 0.1240
H 0.34642 0.27263 -1.99663 0.1373
H -1.90218 0.88550 -1.26139 0.1138
H -1.60989 2.50392 -1.88954 0.1180
H -3.32565 2.41477 -0.14376 0.1205
H -1.99523 3.52613 0.22340 0.1283
H -2.47183 3.20684 2.70642 0.0933
H -2.67109 1.62012 3.24837 0.0686
H -3.84810 2.27143 2.06925 0.0667
C -4.20480 4.47151 4.99845 -0.0756
O -4.73265 3.32344 4.34479 -0.2099
C -6.02097 2.97068 4.75057 -0.2215
C -6.60353 1.95884 3.80482 -0.0570
N -6.76298 2.49416 2.34076 0.1221
H -7.63408 3.02725 2.34416 0.1857
H -6.10590 3.28020 2.21318 0.0950
C -6.75270 1.48121 1.17827 -0.0562
C -7.09151 0.08021 1.58426 -0.1967
O -6.00212 -0.52324 2.29094 -0.2460
C -6.30876 -1.80376 2.80851 -0.1015
H -4.09475 4.27614 6.07097 0.0887
H -4.68264 5.45254 4.96092 0.1094
H -3.18916 4.63486 4.63934 0.0824
H -6.68674 3.84458 4.76455 0.1440
H -6.01081 2.72616 5.81937 0.1373
H -7.59720 1.63442 4.10872 0.1419
H -5.97514 1.07093 3.79373 0.1058
H -5.74957 1.57160 0.76296 0.1163
H -7.40999 1.72593 0.34389 0.1506
H -7.22718 -0.57084 0.71556 0.1389
H -8.02584 0.01334 2.14986 0.1411
H -6.66877 -2.46579 2.01501 0.0989
H -7.07582 -1.74320 3.58456 0.0974
H -5.37563 -2.23668 3.17065 0.0679
C -2.20679 -2.35976 0.58018 -0.0943
O -2.62386 -1.76593 -0.63112 -0.1886
C -3.98901 -1.97174 -0.94874 -0.1841
C -4.34700 -1.33601 -2.29410 -0.0627
N -3.35237 -1.66898 -3.38338 0.1051
H -2.72168 -0.90105 -3.61314 0.1120
H -2.72374 -2.44191 -3.11395 0.1017
C -4.14873 -2.07192 -4.66071 -0.0513
C -4.52005 -3.53391 -4.62875 -0.1534
O -5.11041 -3.84163 -3.34780 -0.2128
C -5.07705 -5.21525 -2.95754 -0.0789
H -2.47138 -1.80942 1.48847 0.0818
H -1.12832 -2.50467 0.54541 0.0697
H -2.75337 -3.30606 0.67245 0.0856
H -4.53712 -1.44636 -0.15873 0.1171
H -4.34095 -3.00237 -0.83320 0.1228
H -4.29506 -0.25610 -2.14838 0.1238
H -5.36216 -1.59948 -2.56989 0.1349
H -3.36176 -1.75714 -5.34528 0.1139
H -4.96622 -1.38222 -4.85915 0.1430
H -3.64283 -4.16129 -4.78854 0.1165
H -5.30546 -3.76915 -5.34714 0.1454
H -4.05021 -5.50527 -2.72462 0.0649
H -5.46315 -5.90059 -3.71735 0.0990
H -5.77789 -5.40935 -2.14683 0.0930
N -4.23582 5.85463 -0.51137 -0.2798
S -5.28060 5.68870 0.57675 0.4880
O -5.06289 4.56297 1.46736 -0.3281
O -6.60441 6.12305 0.21101 -0.2275
F -4.81212 6.98677 1.46085 -0.1943
S -4.86586 4.74423 -1.60631 0.5869
O -5.27911 5.40354 -2.80975 -0.2160
O -5.65939 3.63127 -1.12801 -0.2778
F -3.46409 4.08344 -2.04308 -0.1908
N 1.39865 3.62615 -1.80864 -0.2927
S 1.68205 4.58865 -3.05337 0.5233
O 2.63508 4.14797 -4.03617 -0.2644
O 1.43068 5.99038 -2.84274 -0.2468
F 0.31746 4.12389 -3.81497 -0.2151
S 2.29737 4.47026 -0.71145 0.5480
O 1.63703 5.47308 0.04277 -0.2323
O 3.68976 4.65137 -1.05376 -0.2619
F 2.34347 3.26108 0.37102 -0.2159
B -0.88636 -3.44676 -3.86705 -1.3490
F -0.15286 -2.50874 -3.15258 0.1281
F -1.95314 -3.89837 -3.10235 0.1290
F -1.32657 -3.00073 -5.10948 0.1448
F -0.03069 -4.52560 -4.12155 0.1093
B -2.88041 1.60463 -4.11227 -1.3198
F -3.54074 0.97666 -5.19093 0.1218
F -3.78357 1.90838 -3.10594 0.1240
F -1.96447 0.67510 -3.55607 0.0782
F -2.31281 2.80777 -4.44614 0.1600
```